Record 1
{
  "formula": "C30H64O21S2",
  "method": "wB97M-V/def2-TZVPD",
  "elements": ["C", "C", "C", "O", "C", "H", "H", "H", "H", "H", "H", "H", "H", "C", "C", "C", "O", "C", "H", "H", "H", "H", "H", "H", "H", "H", "C", "C", "C", "O", "C", "H", "H", "H", "H", "H", "H", "H", "H", "O", "S", "O", "O", "C", "C", "C", "H", "H", "H", "H", "H", "H", "H", "H", "O", "S", "O", "O", "C", "C", "C", "H", "H", "H", "H", "H", "H", "H", "H", "C", "O", "C", "O", "O", "C", "H", "H", "H", "H", "H", "H", "C", "O", "C", "O", "O", "C", "H", "H", "H", "H", "H", "H", "C", "O", "C", "O", "O", "C", "H", "H", "H", "H", "H", "H", "C", "O", "C", "O", "O", "C", "H", "H", "H", "H", "H", "H"],
  "positions_angstrom": [[6.3482, -3.2474, -1.7192], [5.4134, -2.2252, -1.1636], [5.4191, -1.1665, -2.1947], [5.5753, -1.8579, -3.3946], [6.5687, -2.8558, -3.1233], [5.9087, -4.2247, -1.5194], [7.2315, -3.3331, -1.0863], [5.6928, -1.9040, -0.1602], [4.4381, -2.7078, -1.1002], [6.1733, -0.4209, -1.9427], [4.4565, -0.6569, -2.1544], [7.5445, -2.3861, -3.2463], [6.4502, -3.7296, -3.7641], [3.1193, 3.1039, 5.7188], [2.9222, 4.3415, 4.8153], [1.4124, 4.5184, 4.7645], [1.0515, 4.1634, 6.1061], [1.9557, 3.2636, 6.7132], [4.0924, 3.1748, 6.2049], [3.0122, 2.1758, 5.1573], [3.4321, 4.2348, 3.8579], [3.4140, 5.1827, 5.3039], [0.8487, 3.8244, 4.1410], [1.0598, 5.5412, 4.6316], [1.5650, 2.2949, 7.0248], [2.3970, 3.7495, 7.5834], [0.0663, -3.7031, -4.1079], [0.2056, -4.7850, -5.1225], [-1.0651, -5.6263, -4.9954], [-1.6499, -5.1858, -3.7974], [-0.7634, -4.3961, -3.0558], [-0.4771, -2.8457, -4.5050], [0.9475, -3.3325, -3.5842], [1.0126, -5.4588, -4.8348], [0.3861, -4.4164, -6.1323], [-0.8713, -6.6969, -5.0624], [-1.7717, -5.3410, -5.7747], [-0.1217, -4.9257, -2.3517], [-1.3577, -3.6856, -2.4812], [-2.6764, 2.5556, -4.1832], [-1.8630, 1.8559, -3.2137], [-0.3751, 1.9546, -3.1841], [-2.3550, 2.1742, -1.6623], [-3.7539, 2.2069, -1.4346], [-4.1202, 3.0630, -0.1970], [-2.2541, 0.0358, -3.2275], [-4.2000, 1.2167, -1.5277], [-4.2936, 2.7619, -2.2019], [-5.1955, 3.0544, -0.0191], [-3.7858, 4.1001, -0.1708], [-3.6712, 2.6323, 0.6980], [-2.1504, -0.3921, -2.2304], [-1.6568, -0.4835, -3.9769], [-3.3059, 0.0677, -3.5118], [-0.3708, 8.8940, -3.7593], [0.9681, 8.6022, -3.2508], [1.8117, 9.6797, -2.7310], [0.8281, 7.4378, -2.0454], [-0.3459, 6.6274, -2.1290], [-0.2938, 5.6346, -0.9934], [1.9572, 7.7234, -4.4863], [-0.4653, 6.1571, -3.1051], [-1.2171, 7.2581, -1.9521], [-0.0969, 6.1157, -0.0354], [0.4520, 4.8399, -1.0117], [-1.1867, 5.0095, -0.9813], [2.8652, 7.5152, -3.9204], [2.1212, 8.3430, -5.3680], [1.4799, 6.7998, -4.8137], [1.2145, -0.2406, 4.2337], [-0.1333, 0.2394, 4.4196], [-1.0068, -0.3190, 5.2372], [-2.1571, 0.0604, 5.3877], [-0.5184, -1.4761, 5.8092], [-1.3273, -2.1892, 6.6574], [1.2694, -1.1069, 3.5745], [1.6457, -0.5122, 5.1972], [1.9265, 0.4897, 3.8492], [-0.9185, -3.1950, 6.7545], [-2.3299, -2.1833, 6.2298], [-1.3923, -1.7637, 7.6589], [0.3138, 2.4409, 1.2463], [1.0362, 1.6660, 0.2267], [0.6859, 0.3879, -0.0884], [-0.1129, -0.3185, 0.5757], [1.4168, -0.0195, -1.0901], [1.1646, -1.2275, -1.7993], [-0.5677, 2.9612, 0.8717], [0.9815, 3.1621, 1.7178], [-0.1245, 1.8269, 2.0330], [1.0088, -2.0231, -1.0707], [1.9236, -1.6020, -2.4862], [0.2714, -1.2215, -2.4240], [-5.0530, -2.2144, -1.7871], [-4.6387, -1.1100, -0.9258], [-4.3762, -1.2798, 0.3952], [-4.5433, -2.3186, 1.0404], [-3.9565, -0.0988, 0.8549], [-3.2768, -0.0440, 2.1329], [-4.3158, -3.0156, -1.7354], [-5.0759, -1.8122, -2.7999], [-6.0390, -2.6307, -1.5805], [-2.3901, 0.5837, 2.0432], [-3.0261, -1.0286, 2.5276], [-3.9665, 0.4042, 2.8481], [-2.5924, -8.0757, 1.2705], [-2.2169, -6.8119, 0.6926], [-1.5254, -5.9688, 1.4296], [-1.2087, -6.0500, 2.6153], [-1.3864, -4.8893, 0.6144], [-0.5059, -3.7675, 0.9857], [-1.7194, -8.7036, 1.4486], [-3.3449, -8.6499, 0.7300], [-3.0641, -7.9444, 2.2443], [-0.4375, -3.6342, 2.0654], [-0.9957, -2.8742, 0.5981], [0.4921, -3.7974, 0.5483]],
  "total_charge": 1,
  "s2": 0.75,
  "spin_multiplicity": 2,
  "homo_lumo_gap_ev": [8.09, 1.77]
}

Record 2
{
  "formula": "C30H65F6N8O4P",
  "method": "wB97M-V/def2-TZVPD",
  "elements": ["P", "F", "F", "F", "F", "F", "F", "C", "C", "N", "C", "C", "N", "C", "C", "H", "H", "H", "H", "H", "H", "H", "H", "H", "H", "H", "C", "C", "N", "C", "C", "N", "C", "C", "H", "H", "H", "H", "H", "H", "H", "H", "H", "H", "H", "C", "C", "N", "C", "C", "N", "C", "C", "H", "H", "H", "H", "H", "H", "H", "H", "H", "H", "H", "C", "O", "C", "C", "N", "H", "H", "C", "C", "O", "C", "H", "H", "H", "H", "H", "H", "H", "H", "H", "H", "H", "H", "H", "H", "C", "O", "C", "C", "N", "H", "H", "C", "C", "O", "C", "H", "H", "H", "H", "H", "H", "H", "H", "H", "H", "H", "H", "H", "H"],
  "positions_angstrom": [[-13.9279, 11.7246, -9.5080], [-13.9584, 10.1134, -9.4541], [-15.5556, 11.7506, -9.3101], [-13.8760, 11.8091, -7.8641], [-13.9682, 13.3788, -9.4867], [-12.3020, 11.7619, -9.5972], [-14.0391, 11.6941, -11.0835], [-16.7604, 12.5654, -5.0092], [-17.1598, 12.1484, -6.4196], [-17.1833, 13.2834, -7.3630], [-18.2632, 13.6146, -8.1434], [-17.8930, 14.6724, -8.9009], [-16.6116, 15.0177, -8.5381], [-16.2227, 14.1687, -7.5700], [-15.7482, 16.0642, -9.0436], [-15.6863, 12.6404, -4.8344], [-17.0634, 11.7249, -4.3811], [-17.2731, 13.4693, -4.6887], [-18.1645, 11.7417, -6.3419], [-16.4815, 11.3929, -6.8102], [-19.2083, 13.1022, -8.1060], [-18.4788, 15.1422, -9.6714], [-15.3149, 14.1281, -6.9948], [-15.9777, 17.0397, -8.6191], [-15.9001, 16.0686, -10.1242], [-14.6938, 15.8542, -8.8922], [-10.1940, 3.9094, -12.1267], [-11.1402, 4.4768, -11.0831], [-11.5616, 5.8436, -11.4472], [-12.8276, 6.3489, -11.2417], [-12.7657, 7.6657, -11.5663], [-11.4223, 8.0275, -11.6246], [-10.7318, 6.8872, -11.5429], [-10.9760, 9.3771, -11.9358], [-9.2047, 4.3684, -12.0758], [-10.5064, 4.2459, -13.1251], [-10.1881, 2.8277, -12.2129], [-10.5784, 4.3483, -10.1555], [-12.0445, 3.8761, -11.0274], [-13.7397, 5.8065, -11.0565], [-13.5715, 8.3557, -11.7513], [-9.6643, 6.7497, -11.4797], [-11.4773, 9.6807, -12.8530], [-9.9013, 9.3892, -12.1098], [-11.1792, 10.1552, -11.2008], [-10.1394, 16.4438, -10.1758], [-10.7496, 15.0381, -10.1012], [-10.4496, 14.4168, -8.7996], [-9.4114, 13.5343, -8.5589], [-9.4251, 13.2029, -7.2534], [-10.5096, 13.8183, -6.7096], [-11.1168, 14.5624, -7.6397], [-10.8220, 13.7430, -5.2880], [-10.7928, 17.1406, -9.6547], [-10.1847, 16.7653, -11.2211], [-9.0895, 16.5866, -9.9327], [-10.4672, 14.3189, -10.8656], [-11.8363, 15.0944, -10.1544], [-8.7132, 13.3334, -9.3541], [-8.7880, 12.7152, -6.5341], [-12.0690, 15.0454, -7.5093], [-9.9189, 13.7182, -4.6849], [-11.5127, 12.9238, -5.0974], [-11.3245, 14.6611, -4.9807], [-16.5482, 12.9583, -12.1169], [-17.5190, 13.5938, -12.9701], [-18.7786, 12.9588, -12.8108], [-19.8797, 13.7887, -13.4702], [-19.3551, 14.4124, -14.7444], [-19.9267, 15.2168, -15.0141], [-18.4265, 14.7955, -14.5401], [-19.4888, 13.5290, -15.9896], [-18.7123, 14.1160, -17.1146], [-17.3795, 14.3422, -16.7048], [-16.6768, 15.3313, -17.4345], [-15.6549, 13.5768, -12.0409], [-16.1683, 11.9816, -12.4202], [-17.0083, 12.8945, -11.1302], [-19.0299, 12.7422, -11.7734], [-18.7432, 12.0264, -13.3842], [-20.1401, 14.6607, -12.8683], [-20.7783, 13.2183, -13.6853], [-20.5342, 13.4318, -16.2855], [-19.1893, 12.5417, -15.6418], [-19.1130, 15.0609, -17.5031], [-18.7900, 13.4454, -17.9784], [-17.0392, 16.3342, -17.1885], [-16.6823, 15.1431, -18.5113], [-15.6447, 15.2121, -17.1019], [-9.1250, 8.5438, -3.1497], [-8.7637, 7.5178, -4.0452], [-7.7569, 7.8665, -4.9412], [-8.3045, 8.6728, -6.1053], [-9.4914, 7.9722, -6.7258], [-9.0642, 7.3984, -7.4560], [-9.9221, 7.2817, -6.0990], [-10.4283, 8.8092, -7.6162], [-11.3846, 9.5988, -6.7602], [-11.8776, 8.8578, -5.6902], [-13.0852, 9.3905, -5.1344], [-9.6648, 8.1885, -2.2753], [-9.8185, 9.3002, -3.5501], [-8.2412, 9.1083, -2.8385], [-7.2296, 6.9803, -5.3026], [-6.9519, 8.4268, -4.4535], [-7.5768, 8.7927, -6.9056], [-8.6631, 9.6353, -5.7414], [-10.9494, 8.0066, -8.1374], [-9.7798, 9.4319, -8.2242], [-12.2410, 9.9969, -7.3224], [-10.9085, 10.5082, -6.3606], [-12.9420, 10.4344, -4.8387], [-13.4650, 8.8544, -4.2719], [-13.7887, 9.3286, -5.9709]],
  "total_charge": 4,
  "homo_lumo_gap_ev": 9.01
}

Record 3
{
  "formula": "C30H65N9O8P2",
  "method": "wB97M-V/def2-TZVPD",
  "elements": ["C", "N", "C", "P", "O", "N", "C", "C", "N", "C", "C", "H", "H", "H", "H", "H", "H", "H", "H", "H", "H", "H", "H", "H", "H", "H", "H", "H", "H", "C", "N", "C", "P", "O", "N", "C", "C", "N", "C", "C", "H", "H", "H", "H", "H", "H", "H", "H", "H", "H", "H", "H", "H", "H", "H", "H", "H", "H", "O", "C", "O", "C", "C", "O", "H", "H", "H", "H", "O", "C", "O", "C", "C", "O", "H", "H", "H", "H", "C", "C", "C", "C", "N", "H", "H", "H", "H", "H", "H", "H", "C", "C", "C", "C", "N", "H", "H", "H", "H", "H", "H", "H", "C", "C", "C", "C", "N", "H", "H", "H", "H", "H", "H", "H"],
  "positions_angstrom": [[0.1918, -3.4477, 1.8109], [-1.2153, -3.2027, 2.1498], [-1.9695, -4.2791, 2.8225], [-1.9098, -1.6533, 1.9397], [-0.9568, -0.5247, 1.9282], [-2.7815, -1.6725, 0.4517], [-2.2390, -1.2634, -0.8472], [-3.8877, -2.6503, 0.2424], [-3.1151, -1.3712, 3.0692], [-4.0735, -0.2813, 2.8528], [-2.7482, -1.4927, 4.4768], [0.6141, -4.1500, 2.5303], [0.7345, -2.5083, 1.7301], [0.2962, -3.9511, 0.8446], [-1.8212, -5.1887, 2.2358], [-3.0438, -4.1246, 2.7289], [-1.6604, -4.4171, 3.8584], [-2.5742, -1.8367, -1.7097], [-2.5985, -0.2523, -1.0642], [-1.1532, -1.1703, -0.8697], [-3.3837, -3.5443, -0.1393], [-4.4342, -2.9079, 1.1489], [-4.6237, -2.3804, -0.5151], [-5.0557, -0.5120, 3.2593], [-3.6320, 0.6462, 3.2344], [-4.1664, 0.0053, 1.8044], [-3.6495, -1.3787, 5.0749], [-1.9240, -0.8465, 4.7952], [-2.3399, -2.5029, 4.5498], [0.9803, -4.5442, -4.0179], [0.3369, -3.2595, -3.9062], [1.2420, -2.2485, -3.3314], [-1.1211, -2.7616, -4.6079], [-1.5647, -1.4790, -4.0358], [-0.8230, -2.6428, -6.3172], [-1.5282, -1.5634, -6.9750], [-0.4013, -3.8498, -7.0333], [-2.2107, -4.0549, -4.4313], [-3.4611, -4.0530, -5.1805], [-2.4246, -4.6551, -3.1401], [1.0227, -4.9964, -3.0233], [1.9997, -4.3842, -4.3867], [0.5868, -5.2460, -4.7524], [2.1737, -2.3362, -3.9047], [1.6405, -2.6368, -2.3873], [0.8755, -1.2286, -3.3081], [-1.7813, -1.8221, -8.0075], [-2.4886, -1.2958, -6.5339], [-0.8932, -0.6783, -7.0540], [0.6658, -4.0610, -6.9905], [-1.1372, -4.6340, -6.8442], [-0.5345, -3.7253, -8.1136], [-3.3004, -3.5504, -6.1409], [-3.7415, -5.0331, -5.5699], [-4.2147, -3.4759, -4.6444], [-3.1342, -4.1849, -2.4511], [-1.5321, -4.5894, -2.5067], [-2.5810, -5.7316, -3.2317], [0.2537, 3.5040, 3.0424], [-0.6851, 3.2838, 3.7472], [-0.5980, 2.9066, 5.0219], [-1.9061, 2.6168, 5.5065], [-2.8258, 3.3314, 4.5606], [-1.9589, 3.6813, 3.5187], [-2.0983, 1.5887, 5.8103], [-1.9914, 3.1571, 6.4532], [-3.1883, 4.2366, 5.0521], [-3.7087, 2.7481, 4.2963], [5.6792, -0.1830, 3.3867], [4.8073, 0.6278, 3.2133], [4.6239, 1.6592, 4.0493], [3.6114, 2.4490, 3.5243], [2.7970, 1.5499, 2.6307], [3.8239, 0.6171, 2.2863], [3.0498, 3.0425, 4.2448], [4.1495, 3.2078, 2.9382], [2.3867, 2.0914, 1.7852], [2.0062, 1.0786, 3.2179], [0.3852, 1.2442, -1.5338], [0.6767, 2.2397, -0.3939], [-0.0239, 3.5667, -0.4745], [0.1145, 4.3565, -1.7237], [0.2066, 4.9507, -2.7005], [-0.6910, 1.0777, -1.5442], [0.9032, 0.3611, -1.1614], [0.7450, 1.6706, -2.4677], [1.7367, 2.5275, -0.3660], [0.5443, 1.7644, 0.5786], [0.3174, 4.0979, 0.4138], [-1.0696, 3.2737, -0.3404], [0.5882, 6.8108, 2.0892], [1.5318, 6.8875, 3.2973], [1.7966, 8.2792, 3.9303], [2.7066, 8.2962, 5.1123], [3.4525, 8.3490, 5.9836], [-0.4011, 7.1808, 2.3603], [0.4164, 5.7367, 2.0052], [0.9981, 7.2360, 1.1771], [2.5451, 6.4823, 3.2252], [1.1385, 6.2503, 4.0949], [0.8097, 8.6828, 4.1516], [2.3676, 8.8647, 3.2079], [4.2234, 0.2612, -2.7684], [3.9957, -0.2468, -1.3445], [4.9621, -1.3526, -0.7973], [6.3557, -0.8888, -0.6717], [7.4244, -0.5154, -0.4667], [3.3832, 0.8273, -3.1669], [4.3107, -0.6428, -3.3769], [5.1402, 0.8430, -2.8498], [3.0119, -0.7119, -1.2627], [4.0361, 0.5810, -0.6347], [5.0002, -2.1416, -1.5540], [4.6027, -1.8133, 0.1201]],
  "de_lowest_kcal_mol": 0.0,
  "total_charge": 0,
  "homo_lumo_gap_ev": 8.76
}